Record 1
Density functional theory data (ωB97M-V/def2-TZVPD) for a single C14H18N2O3 molecule.

Bonds (Å) are listed after each position.
Geometry (Å):
1 C -0.80 -0.58 -6.66  O2 1.408, H20 1.095, H21 1.089, H22 1.095
2 O -1.63 -0.99 -5.60  C1 1.408, C3 1.357
3 C -1.39 -0.51 -4.35  O2 1.357, C4 1.392, C19 1.400
4 C -0.36 0.38 -4.03  C3 1.392, C5 1.383, H23 1.079
5 C -0.20 0.81 -2.72  C4 1.383, C6 1.393, H24 1.079
6 C -1.05 0.36 -1.71  C5 1.393, C7 1.446, C18 1.400
7 C -0.88 0.80 -0.34  C6 1.446, N8 1.277, C17 1.512
8 N -1.64 0.40 0.60  C7 1.277, O9 1.369
9 O -1.28 0.96 1.80  N8 1.369, C10 1.439
10 C -0.06 1.71 1.64  O9 1.439, C11 1.542, C17 1.531, H25 1.095
11 C 1.11 1.02 2.36  C10 1.542, O12 1.214, N13 1.338
12 O 2.26 1.23 2.05  C11 1.214
13 N 0.72 0.20 3.35  C11 1.338, C14 1.449, H26 1.011
14 C 1.63 -0.60 4.15  N13 1.449, C15 1.526, C16 1.527, H27 1.095
15 C 1.41 -0.30 5.63  C14 1.526, H28 1.087, H29 1.088, H30 1.086
16 C 1.42 -2.08 3.84  C14 1.527, H31 1.087, H32 1.088, H33 1.086
17 C 0.18 1.76 0.12  C7 1.512, C10 1.531, H34 1.091, H35 1.091
18 C -2.08 -0.53 -2.05  C6 1.400, C19 1.373, H36 1.078
19 C -2.24 -0.95 -3.34  C3 1.400, C18 1.373, H37 1.078
20 H 0.24 -0.88 -6.49  C1 1.095
21 H -1.18 -1.10 -7.54  C1 1.089
22 H -0.86 0.50 -6.82  C1 1.095
23 H 0.31 0.75 -4.78  C4 1.079
24 H 0.60 1.50 -2.49  C5 1.079
25 H -0.21 2.69 2.09  C10 1.095
26 H -0.27 0.05 3.47  N13 1.011
27 H 2.63 -0.29 3.85  C14 1.095
28 H 1.55 0.76 5.82  C15 1.087
29 H 0.40 -0.57 5.92  C15 1.088
30 H 2.11 -0.86 6.23  C15 1.086
31 H 1.57 -2.27 2.78  C16 1.087
32 H 0.41 -2.38 4.11  C16 1.088
33 H 2.13 -2.68 4.41  C16 1.086
34 H 0.03 2.75 -0.30  C17 1.091
35 H 1.20 1.43 -0.11  C17 1.091
36 H -2.74 -0.87 -1.26  C18 1.078
37 H -3.03 -1.64 -3.61  C19 1.078

Calculated values
- SMILES: COc1ccc(C2=NO[C@@H](C(=O)NC(C)C)C2)cc1
- Net charge: 0
- 2S+1: 1

=====

Record 2
Density functional theory data (ωB97M-V/def2-TZVPD) for 12 unconnected molecules or ions with the total composition C41H65Cl33NO4.

Bonds (Å) are listed after each position.
Geometry (Å):
1 C -5.02 -3.06 7.03  C2 1.543, H36 1.091, H37 1.091, H38 1.091
2 C -4.26 -3.18 5.69  C1 1.543, C3 1.542, H39 1.092, H40 1.095
3 C -2.87 -3.83 5.82  C2 1.542, C4 1.552, H41 1.093, H42 1.090
4 C -1.94 -3.33 4.68  C3 1.552, C5 1.546, H43 1.092, H44 1.094
5 C -0.99 -4.42 4.13  C4 1.546, C6 1.559, H45 1.090, H46 1.095
6 C 0.52 -4.03 4.11  C5 1.559, C7 1.543, H47 1.093, H48 1.093
7 C 1.17 -4.16 2.71  C6 1.543, C8 1.536, H49 1.096, H50 1.094
8 C 2.69 -4.32 2.83  C7 1.536, C9 1.549, H51 1.088, H52 1.094
9 C 3.34 -5.10 1.66  C8 1.549, C10 1.542, H53 1.093, H54 1.095
10 C 4.47 -4.36 0.92  C9 1.542, C11 1.529, H55 1.094, H56 1.099
11 C 4.80 -4.99 -0.43  C10 1.529, C12 1.554, H57 1.094, H58 1.095
12 C 5.85 -4.19 -1.25  C11 1.554, C13 1.544, H59 1.090, H60 1.092
13 C 5.33 -3.35 -2.44  C12 1.544, C14 1.548, H61 1.093, H62 1.097
14 C 6.15 -2.05 -2.62  C13 1.548, C15 1.545, H63 1.094, H64 1.093
15 C 5.42 -0.80 -3.14  C14 1.545, C16 1.534, H65 1.096, H66 1.092
16 C 5.21 0.27 -2.06  C15 1.534, C17 1.522, H67 1.097, H68 1.095
17 C 4.37 -0.18 -0.88  C16 1.522, C18 1.535, H69 1.096, H70 1.097
18 C 3.78 1.01 -0.12  C17 1.535, C19 1.546, H71 1.094, H72 1.089
19 C 2.59 1.67 -0.86  C18 1.546, C20 1.526, H73 1.094, H74 1.091
20 C 1.21 1.28 -0.34  C19 1.526, O21 1.450, H75 1.096, H76 1.093
21 O 0.66 2.44 0.34  C20 1.450, C22 1.359
22 C -0.50 2.18 1.00  O21 1.359, O23 1.192, C24 1.509
23 O -0.54 2.07 2.19  C22 1.192
24 C -1.75 2.05 0.16  C22 1.509, C25 1.399, C35 1.387
25 C -2.73 3.06 0.18  C24 1.399, C26 1.362, H77 1.082
26 C -3.86 2.89 -0.56  C25 1.362, N27 1.341, H78 1.100
27 N -4.02 1.80 -1.33  C26 1.341, C28 1.345, H79 1.019
28 C -3.11 0.82 -1.40  N27 1.345, O29 1.332, C35 1.379
29 O -3.40 -0.19 -2.23  C28 1.332, C30 1.461
30 C -3.37 -1.50 -1.60  O29 1.461, C31 1.545, H80 1.090, H81 1.090
31 C -1.95 -2.12 -1.61  C30 1.545, O32 1.401, H82 1.097, H83 1.096
32 O -1.89 -3.26 -2.42  C31 1.401, C33 1.429
33 C -0.56 -3.52 -2.87  O32 1.429, C34 1.532, H84 1.097, H85 1.091
34 C 0.51 -3.44 -1.79  C33 1.532, H86 1.092, H87 1.088, H88 1.095
35 C -1.97 0.95 -0.65  C24 1.387, C28 1.379, H89 1.077
36 H -5.07 -2.02 7.37  C1 1.091
37 H -4.53 -3.64 7.81  C1 1.091
38 H -6.05 -3.41 6.95  C1 1.091
39 H -4.16 -2.20 5.22  C2 1.092
40 H -4.88 -3.77 5.00  C2 1.095
41 H -2.48 -3.53 6.80  C3 1.093
42 H -2.97 -4.91 5.78  C3 1.090
43 H -1.41 -2.42 5.00  C4 1.092
44 H -2.61 -3.02 3.87  C4 1.094
45 H -1.14 -5.35 4.68  C5 1.090
46 H -1.26 -4.61 3.09  C5 1.095
47 H 1.04 -4.68 4.81  C6 1.093
48 H 0.60 -3.01 4.48  C6 1.093
49 H 0.89 -3.28 2.13  C7 1.096
50 H 0.74 -5.05 2.25  C7 1.094
51 H 2.94 -4.80 3.77  C8 1.088
52 H 3.15 -3.33 2.84  C8 1.094
53 H 2.60 -5.52 0.97  C9 1.093
54 H 3.84 -5.96 2.12  C9 1.095
55 H 5.34 -4.43 1.58  C10 1.094
56 H 4.24 -3.29 0.78  C10 1.099
57 H 3.90 -5.22 -1.02  C11 1.094
58 H 5.28 -5.95 -0.22  C11 1.095
59 H 6.57 -4.91 -1.62  C12 1.090
60 H 6.31 -3.49 -0.55  C12 1.092
61 H 5.39 -3.93 -3.36  C13 1.093
62 H 4.27 -3.09 -2.33  C13 1.097
63 H 6.93 -2.29 -3.35  C14 1.094
64 H 6.67 -1.79 -1.69  C14 1.093
65 H 4.46 -1.03 -3.62  C15 1.096
66 H 6.05 -0.37 -3.92  C15 1.092
67 H 4.74 1.14 -2.56  C16 1.097
68 H 6.21 0.60 -1.76  C16 1.095
69 H 3.62 -0.93 -1.18  C17 1.096
70 H 5.02 -0.70 -0.16  C17 1.097
71 H 3.44 0.65 0.85  C18 1.094
72 H 4.56 1.77 0.00  C18 1.089
73 H 2.67 2.74 -0.70  C19 1.094
74 H 2.66 1.50 -1.94  C19 1.091
75 H 1.29 0.43 0.35  C20 1.096
76 H 0.59 0.99 -1.19  C20 1.093
77 H -2.56 3.94 0.79  C25 1.082
78 H -4.62 3.69 -0.52  C26 1.100
79 H -4.89 1.75 -1.86  N27 1.019
80 H -4.00 -2.14 -2.22  C30 1.090
81 H -3.80 -1.47 -0.60  C30 1.090
82 H -1.27 -1.36 -2.01  C31 1.097
83 H -1.68 -2.33 -0.57  C31 1.096
84 H -0.30 -2.82 -3.68  C33 1.097
85 H -0.52 -4.52 -3.31  C33 1.091
86 H 0.11 -3.78 -0.83  C34 1.092
87 H 1.40 -4.02 -2.03  C34 1.088
88 H 0.85 -2.41 -1.62  C34 1.095
89 H -1.21 0.18 -0.68  C35 1.077
90 C -6.36 6.75 0.64  Cl91 1.756, Cl92 1.785, Cl93 1.754, H94 1.083
91 Cl -5.14 7.98 0.96  C90 1.756
92 Cl -5.60 5.15 0.44  C90 1.785
93 Cl -7.56 6.71 1.92  C90 1.754
94 H -6.86 7.00 -0.29  C90 1.083
95 C -3.25 -5.58 -4.62  Cl96 1.765, Cl97 1.766, Cl98 1.763, H99 1.081
96 Cl -3.63 -4.82 -6.17  C95 1.765
97 Cl -4.72 -5.84 -3.67  C95 1.766
98 Cl -2.38 -7.10 -4.86  C95 1.763
99 H -2.61 -4.91 -4.07  C95 1.081
100 C 7.39 0.63 -6.66  Cl101 1.762, Cl102 1.767, Cl103 1.767, H104 1.082
101 Cl 6.66 -0.20 -8.03  C100 1.762
102 Cl 6.23 1.71 -5.89  C100 1.767
103 Cl 8.05 -0.53 -5.51  C100 1.767
104 H 8.21 1.23 -7.04  C100 1.082
105 C -8.79 8.38 5.06  Cl106 1.765, Cl107 1.764, Cl108 1.762, H109 1.081
106 Cl -9.43 9.57 3.92  C105 1.765
107 Cl -7.32 8.98 5.83  C105 1.764
108 Cl -10.00 7.95 6.26  C105 1.762
109 H -8.54 7.49 4.50  C105 1.081
110 C 3.44 4.79 1.80  Cl111 1.769, Cl112 1.763, Cl113 1.762, H114 1.083
111 Cl 3.40 5.19 0.08  C110 1.769
112 Cl 4.82 3.76 2.18  C110 1.763
113 Cl 3.47 6.26 2.77  C110 1.762
114 H 2.53 4.24 2.04  C110 1.083
115 C 4.97 -2.20 5.79  Cl116 1.760, Cl117 1.768, Cl118 1.767, H119 1.082
116 Cl 6.28 -3.12 6.52  C115 1.760
117 Cl 5.34 -1.84 4.10  C115 1.768
118 Cl 3.45 -3.09 5.92  C115 1.767
119 H 4.86 -1.27 6.32  C115 1.082
120 C -5.92 1.47 -4.94  Cl121 1.756, Cl122 1.759, Cl123 1.780, H124 1.083
121 Cl -7.34 0.60 -5.52  C120 1.756
122 Cl -5.14 2.34 -6.25  C120 1.759
123 Cl -6.37 2.60 -3.65  C120 1.780
124 H -5.23 0.75 -4.54  C120 1.083
125 C 5.36 -8.13 3.97  Cl126 1.764, Cl127 1.765, Cl128 1.765, H129 1.082
126 Cl 5.38 -6.49 4.61  C125 1.764
127 Cl 3.74 -8.82 4.08  C125 1.765
128 Cl 5.94 -8.16 2.30  C125 1.765
129 H 6.03 -8.74 4.57  C125 1.082
130 C -1.94 0.20 -7.51  Cl131 1.759, Cl132 1.757, Cl133 1.771, H134 1.083
131 Cl -1.92 1.96 -7.45  C130 1.759
132 Cl -0.81 -0.41 -8.71  C130 1.757
133 Cl -1.58 -0.45 -5.90  C130 1.771
134 H -2.93 -0.12 -7.79  C130 1.083
135 C -5.63 11.50 -0.20  Cl136 1.766, Cl137 1.765, Cl138 1.759, H139 1.082
136 Cl -7.06 10.63 -0.78  C135 1.766
137 Cl -4.72 12.16 -1.56  C135 1.765
138 Cl -6.10 12.78 0.92  C135 1.759
139 H -5.00 10.80 0.32  C135 1.082
140 C -3.45 15.43 -3.23  Cl141 1.764, Cl142 1.763, Cl143 1.764, H144 1.081
141 Cl -1.79 15.71 -2.71  C140 1.764
142 Cl -4.54 16.61 -2.52  C140 1.763
143 Cl -3.56 15.45 -5.00  C140 1.764
144 H -3.74 14.44 -2.89  C140 1.081

Calculated values
- Net charge: +1
- 2S+1: 1

=====

Table of E (Ha), in record order: -879.479406; -17142.920854